No. 1
DFT (ωB97M-V with the def2-TZVPD basis set) results for a molecular structure, C18H17Cl2NO4S.

Summary:
Kohn-Sham gap ... 8.1266 eV
Energy ... -64484.872 eV

```
! wB97M-V def2-TZVPD RIJCOSX def2/J DEFGRID3
* xyz 0 1
H -0.76075 1.63863 -0.78660
H -1.25097 -0.83233 0.26328
C -1.15688 2.45160 0.85218
O -2.92084 1.06481 0.26238
H 3.21637 2.96601 3.29173
C -2.67924 -2.95067 -2.37466
C 3.48404 0.76069 0.88554
O -0.82914 3.23673 1.75663
C 0.14072 -1.94224 1.91498
C -1.76802 -3.59394 -1.22901
H 3.97345 1.38872 3.67800
H 0.70859 -1.41085 1.34340
C -3.01641 0.74155 -1.10725
H 3.05461 -0.64204 -0.72004
H -0.76147 -1.81767 2.48012
H 1.42858 -1.93230 -1.48145
H -3.35590 2.80722 1.02343
C 1.42278 0.58757 -0.53250
H 0.93506 -2.52513 2.73454
S -0.21521 -3.46137 0.64920
H 4.72062 2.74359 2.19227
C 2.73146 0.31920 -0.36648
H 0.17748 -1.18551 -3.06808
C 1.01519 1.59233 0.26194
C 1.74510 2.13129 1.25696
C -1.31831 -2.81318 -0.34341
C -2.75971 2.62763 0.25906
O 0.55174 -0.03782 -1.57193
H -2.90206 2.90614 -0.55842
C 3.78891 2.04650 2.73449
C 1.05287 -0.97307 -2.25855
H -3.08163 -3.55137 -3.19538
C 2.93839 1.77520 1.82426
H 2.06274 -0.54941 -2.80283
C -3.15196 -1.72594 -2.12231
C -1.75814 -1.45353 -0.10585
H 1.23550 2.95040 1.99939
N -0.44057 1.98053 0.03303
Cl -4.29076 -1.09479 -3.38318
H -1.46849 -4.61631 -1.54460
O -3.00841 1.38122 -2.01796
Cl 5.19706 -0.02718 1.20246
C -2.68640 -0.96089 -1.32879
*
```

Here are the Löwdin charges for atoms 1 to 6, given in e: 0.10, -0.06, -0.45, -0.03, 0.14, 0.00

---

No. 2
DFT (ωB97M-V with the def2-TZVPD basis set) results for a molecular structure, C18H17Cl2NO5S2SiV.

Summary:
⟨S²⟩ ... 3.761
Kohn-Sham gap (spin up / spin down) ... 5.3852 / 5.9866 eV
Energy ... -110951.986 eV

```
! wB97M-V def2-TZVPD RIJCOSX def2/J DEFGRID3
* xyz -2 4
Si -2.01719 0.96729 0.84003
O -1.10401 -4.09131 -0.00755
O -2.55812 -2.37236 0.92351
H -5.04659 0.90037 1.38234
C -1.44540 5.72189 0.76932
C 2.16586 -0.80955 -4.20990
C -1.81256 2.91046 0.84793
H -2.59006 0.86080 2.23915
C -4.61034 0.85490 -2.44036
H 0.13425 1.12712 -6.11336
H -6.76100 0.80393 -2.54012
O -0.12506 -2.11109 1.08677
S -1.29594 -2.68018 0.27391
Cl 0.89593 2.87445 3.27193
C -4.91453 0.89529 0.30529
O 0.28627 0.97649 -1.73084
H -1.30280 6.79700 0.74257
S 2.34875 -1.08029 -1.47828
H -2.83485 3.30229 2.68711
O -1.14019 -1.84098 -1.01136
H 2.94423 -1.55815 -4.24921
C 1.63066 -0.26833 -5.34499
C 1.73182 -0.44166 -2.90846
C -0.94366 4.91640 -0.24513
C -6.03467 0.85923 -0.51584
C -3.61987 0.91785 -0.21419
C 1.68676 2.37083 1.76825
C 0.18655 1.03562 -3.99434
V -0.01009 -0.36955 -0.09424
H -7.02658 0.83388 -0.07516
H 1.16837 2.82853 0.93221
N 0.73976 0.50634 -2.88181
C -5.88877 0.84428 -1.89608
C -2.30354 3.74998 1.85273
H 2.72297 2.68190 1.83255
Cl 1.66711 0.61707 1.53910
C 0.60480 0.68520 -5.24766
H 1.98773 -0.58702 -6.31720
C -1.12327 3.53794 -0.19892
H -2.50629 0.84750 -2.04315
H -2.52191 5.74101 2.62702
H -0.60464 1.73743 -3.77754
H -4.47695 0.81761 -3.51670
C -3.50090 0.88224 -1.60743
H -0.40463 5.36203 -1.07587
C -2.12767 5.12683 1.82288
H -0.70049 2.92179 -0.98779
*
```

Here are the Löwdin charges for atoms 1 to 6, given in e: 0.68, -0.38, -0.38, 0.09, -0.14, -0.11

---

No. 3
DFT (ωB97M-V with the def2-TZVPD basis set) results for a molecular structure, C18H17Cl3CoGeN8O2S2.

Summary:
⟨S²⟩ ... 0.786
Kohn-Sham gap (spin up / spin down) ... 6.0197 / 6.0447 eV
Energy ... -188329.709 eV

```
! wB97M-V def2-TZVPD RIJCOSX def2/J DEFGRID3
* xyz 2 2
Cl -2.84865 0.45111 -1.27541
H -2.40951 -3.25051 3.00726
C 2.73933 0.06420 -4.27740
H 3.77202 0.21120 -6.13247
N 2.34108 -0.10887 -1.41620
H -0.98524 -2.08961 -1.51897
C 4.74495 -0.07059 2.73720
C 3.11946 -0.22227 0.70615
N -0.20998 0.78258 4.61596
C 0.33832 0.33780 -4.41105
Cl -1.83770 3.24760 -2.91988
C -1.36980 -1.91963 1.71538
C 0.40117 0.44470 -5.78146
S 4.70580 -0.02917 0.03619
H -0.91377 0.09055 6.89649
N -1.19705 -0.55977 6.18260
H 0.92950 2.35860 2.09984
N 0.82008 2.05762 3.04915
H -3.08422 -4.75087 1.10209
H -0.50147 0.55392 -6.36496
O 0.08663 0.20640 -1.65379
C 1.35039 0.07106 -2.18549
H -1.77428 -1.34893 6.41912
C 1.49807 0.15193 -3.62896
Co 0.06890 0.14935 0.38193
H 4.77544 1.00977 2.86959
C -2.07563 -3.52974 -0.35151
C 5.57363 -0.52670 1.55603
S 3.01397 -0.52796 2.40618
H -0.63638 0.38300 -3.91885
N 2.05794 -0.17260 -0.03050
H 3.72804 -0.31446 -2.70047
C -2.48571 -3.86693 0.92962
Ge -1.16804 1.57910 -1.87423
H 6.55785 -0.06085 1.54965
C -1.31930 -2.38650 -0.53546
Cl -0.33394 2.39412 0.05083
C -2.12182 -3.04790 1.98653
C 2.79595 0.23864 -5.66809
H 5.68920 -1.60893 1.52603
H 1.71078 0.51137 -7.48045
O 3.88720 -0.19032 -3.65390
C 1.64884 0.41028 -6.40586
C -0.96456 -0.97188 2.76898
H -2.34349 -4.13487 -1.20557
H 5.04783 -0.55690 3.66264
N -1.32961 -1.21326 3.99009
H 0.94479 2.73415 3.78548
N -0.97137 -1.59421 0.48115
N -0.22804 0.08764 2.35522
C -0.90405 -0.31417 4.91691
C 0.10023 0.96951 3.34700
*
```

Here are the Löwdin charges for atoms 1 to 6, given in e: 0.38, 0.13, -0.24, 0.14, 0.07, 0.11

---

No. 4
DFT (ωB97M-V with the def2-TZVPD basis set) results for C18H17F4N3O3 in the gas phase.

Summary:
Energy above the lowest of the compared OMol25 structures with the same formula, charge and spin ... 0.3197 eV
Kohn-Sham gap ... 8.8091 eV
Structure (SMILES) ... CC(C)[C@](O)(c1ccc2cc(OC(F)F)c(OC(F)F)cc2c1)c1c[nH]nn1
Energy ... -40424.329 eV

```
! wB97M-V def2-TZVPD RIJCOSX def2/J DEFGRID3
* xyz 0 1
H -6.19836 2.61440 -1.31370
C 0.20044 0.84442 -0.41080
C 3.44461 -0.55178 -0.80859
C 3.78674 -0.57763 -2.14424
C -3.50925 0.79951 -0.67785
H 5.29392 0.49028 0.72842
H -2.96140 -2.29588 0.60656
F -6.15646 1.44640 0.29935
O -5.13779 -0.86695 -0.15100
C -2.20993 1.22977 -0.74976
H 5.08882 1.07901 2.37320
O 2.71029 1.71947 -0.76476
C -3.79328 -0.49618 -0.18381
H 0.42177 1.82771 -0.79269
C -0.35823 -1.70122 0.57209
H -0.57530 -2.68940 0.94935
H 4.75489 2.15605 1.02652
H -2.01815 2.21942 -1.13256
C -5.76637 1.65469 -0.97986
H 1.74617 -1.89884 0.79998
F -5.16318 -2.32051 1.56431
C -2.76742 -1.30611 0.22525
C -5.52108 -2.06745 0.27952
H 1.36400 1.19205 2.33656
H 4.84837 -2.14501 -3.12568
F -6.35523 0.67601 -1.71380
H 2.80865 1.76866 3.17313
H 2.27311 2.55396 1.68281
C -1.13960 0.41395 -0.34194
N 3.90562 -1.69380 -0.24736
H -6.61767 -2.12668 0.20675
O -4.44301 1.73409 -1.13962
N 4.49437 -2.39806 -1.13209
F -4.98915 -3.09095 -0.43748
C 0.93129 -1.25945 0.49523
C 2.36218 1.59885 2.19649
H 3.61411 2.05049 -0.72066
H 3.61595 0.11117 -2.94277
H 3.20484 -0.35258 1.83283
C 2.66636 0.49417 -0.05827
C 1.22009 0.02965 0.00298
N 4.44191 -1.75212 -2.29082
C 4.68083 1.12326 1.36663
C 3.22918 0.64238 1.38280
C -1.42764 -0.87922 0.15939
*
```

Here are the Löwdin charges for atoms 1 to 6, given in e: 0.17, 0.04, -0.24, -0.01, -0.13, 0.08

---

No. 5
DFT (ωB97M-V with the def2-TZVPD basis set) results for C18H17FN2O2 in the gas phase.

Summary:
Energy above the lowest of the compared OMol25 structures with the same formula, charge and spin ... 0.0000 eV
Kohn-Sham gap ... 8.6528 eV
Structure (SMILES) ... Cc1cc2c(cc1O)CCC/C2=N\NC(=O)c1cccc(F)c1
Energy ... -28734.699 eV

```
! wB97M-V def2-TZVPD RIJCOSX def2/J DEFGRID3
* xyz 0 1
H -2.04700 2.59947 -1.65370
C -1.16171 2.80654 0.29957
H 1.86540 -1.38051 -0.93144
H -6.56326 0.17309 -0.20364
C -2.49283 -1.13274 0.25863
H -5.03533 -2.71500 1.45764
H 4.54911 1.52683 0.66750
H 0.43461 2.02610 -0.93409
H -1.47904 2.71979 1.34117
N 0.16936 -0.65911 -0.25095
C 4.24569 -1.72031 -0.23721
O -6.06636 -0.62821 0.00062
H -1.78491 -1.91642 0.47710
C 3.86418 -0.44559 0.17230
H 5.86233 -2.98895 -0.82398
N 1.53915 -0.64264 -0.31973
C -0.05867 1.79474 0.01845
C 4.82997 0.54411 0.32308
F 7.07859 1.21186 0.15690
H -3.13730 3.29541 -0.45014
H -4.99110 -3.12296 -0.24766
C -3.84481 -1.40333 0.27227
C -2.36029 2.54476 -0.60578
O 2.18714 0.66809 1.43540
C 2.45401 -0.07826 0.51054
C -4.24968 0.91122 -0.29949
C -0.55356 0.38012 -0.06653
C -4.73318 -0.35772 -0.01505
H 0.70903 1.85607 0.79562
H -4.94910 1.70938 -0.51763
H 3.51806 -2.51572 -0.30912
C -2.89030 1.17533 -0.30849
H -0.77863 3.81702 0.14634
C 6.14579 0.24759 0.02926
H -3.58151 -3.46562 0.77341
C -4.38731 -2.76263 0.58377
C 5.57384 -1.99615 -0.51374
C 6.53793 -1.01043 -0.39350
H 7.57611 -1.20550 -0.60991
C -1.99442 0.14025 -0.02780
*
```

Here are the Löwdin charges for atoms 1 to 6, given in e: 0.13, -0.18, 0.13, 0.11, 0.03, 0.09